# 1
This record from the OMol25 dataset describes a structure of composition C25H24LaN10O6S in a non-equilibrium geometry. The level of theory is ωB97M-V/def2-TZVPD.

Results
LUMO level ... -2.506 eV
DFT total energy ... -65194.304 eV
Frontier orbital gap ... 7.6 eV
Charge ... +1
E_HOMO ... -10.1105 eV
Energy relative to the best compared isomer or geometry (same formula, charge and spin) ... 0.950 eV

```
67
C25H24LaN10O6S, DFT ωB97M-V/def2-TZVPD
La 0.524 0.385 0.302
O -4.612 -0.114 -3.113
C -3.883 -0.054 -2.164
C -3.127 -1.200 -1.508
O -3.396 -2.380 -1.556
C -2.005 -0.560 -0.833
C -2.098 0.839 -0.885
O -1.147 1.604 -0.452
C -3.409 1.206 -1.451
O -4.027 2.238 -1.329
O -0.990 -1.151 -0.257
N 2.675 4.357 1.409
C 2.730 3.934 2.713
C 2.332 2.633 2.694
N 2.038 2.255 1.409
C 2.247 3.322 0.652
C 2.029 3.300 -0.777
N 1.540 2.232 -1.378
C 1.465 2.537 -2.707
C 1.914 3.807 -2.914
N 2.275 4.279 -1.680
H 2.878 5.290 1.096
H 3.039 4.582 3.513
H 2.222 1.956 3.524
H 1.083 1.838 -3.432
H 2.013 4.395 -3.809
H 2.639 5.199 -1.502
C -4.021 2.057 2.132
N -3.445 0.722 2.090
C -4.146 -0.440 1.828
C -3.297 -1.473 1.952
N -2.058 -0.946 2.307
C -2.151 0.427 2.330
S -0.938 1.547 2.658
C -0.922 -1.708 2.646
C -1.094 -2.979 3.185
C 0.019 -3.663 3.632
C 1.264 -3.055 3.545
C 1.340 -1.810 2.960
N 0.278 -1.146 2.495
H -4.941 2.027 2.714
H -4.237 2.417 1.130
H -3.306 2.724 2.602
H -5.186 -0.428 1.549
H -3.450 -2.520 1.762
H -2.081 -3.407 3.282
H -0.085 -4.643 4.076
H 2.152 -3.546 3.917
H 2.294 -1.302 2.865
C 2.243 -3.413 -0.293
O 1.346 -2.404 0.166
H 2.159 -3.565 -1.373
H 2.058 -4.362 0.214
H 3.255 -3.083 -0.065
H 0.446 -2.653 -0.085
N 0.278 -2.128 -4.936
C 1.141 -1.621 -4.034
C 0.681 -1.017 -2.841
N 1.515 -0.564 -1.924
C 2.828 -0.667 -2.179
C 3.273 -1.222 -3.364
N 2.448 -1.698 -4.288
H -0.712 -2.111 -4.774
H 0.636 -2.549 -5.775
H -0.385 -0.932 -2.661
H 3.516 -0.295 -1.430
H 4.332 -1.297 -3.583
```



# 2
This record from the OMol25 dataset describes the molecule C23H22N2O3S2 in a non-equilibrium geometry. The level of theory is ωB97M-V/def2-TZVPD.

Results
LUMO level ... -1.113 eV
DFT total energy ... -54978.991 eV
Frontier orbital gap ... 7.0 eV
E_HOMO ... -8.1367 eV
SMILES ... O=C(c1cc2c(s1)-c1ccccc1S(=O)(=O)C2)N1CCN(Cc2ccccc2)CC1
Energy relative to the best compared isomer or geometry (same formula, charge and spin) ... 22.619 eV

```
52
C23H22N2O3S2, DFT ωB97M-V/def2-TZVPD
O -0.770 1.227 -3.603
C -0.157 1.447 -2.632
N 1.076 1.977 -2.789
C 2.062 2.371 -1.918
H 1.463 2.602 -1.108
C 3.135 1.290 -1.885
N 2.918 0.501 -2.970
C 2.893 0.883 -4.255
C 1.737 1.890 -4.329
H 0.909 1.641 -4.929
H 2.227 2.842 -4.525
H 3.955 1.391 -4.386
H 2.683 0.306 -5.117
C 3.553 -1.032 -2.732
C 2.723 -1.860 -1.803
C 3.552 -2.152 -0.621
C 2.681 -2.794 0.361
C 1.437 -3.037 0.256
C 0.689 -2.775 -0.745
C 1.526 -1.927 -1.778
H 0.878 -1.647 -2.773
H -0.128 -2.745 -0.906
H 0.960 -3.695 1.119
H 3.457 -3.226 1.300
H 4.498 -2.408 -0.561
H 3.348 -1.547 -3.689
H 4.462 -0.779 -2.650
H 4.214 1.426 -1.772
H 3.070 0.751 -0.920
H 2.644 3.351 -2.222
C -0.503 1.012 -1.349
C -1.925 0.874 -1.207
C -2.115 0.428 0.225
C -1.042 0.291 0.809
C -0.890 -0.271 2.175
C -1.886 -0.402 3.200
C -2.065 -0.939 4.276
C -0.650 -1.229 4.936
C 0.372 -1.455 4.005
C 0.492 -0.919 2.731
H 1.160 -0.769 2.191
H 1.492 -1.762 4.397
H -0.716 -1.777 5.713
H -2.890 -0.632 4.850
S -3.379 0.508 2.399
O -4.755 0.108 3.229
O -3.273 2.109 2.638
C -3.624 0.270 0.776
H -4.275 0.579 0.237
H -3.572 -0.921 0.648
S 0.413 0.579 -0.005
H -2.644 1.096 -1.827
```



# 3
This record from the OMol25 dataset describes a cluster of 2 separate species, C3H6N2O4 in total in a non-equilibrium geometry. The level of theory is ωB97M-V/def2-TZVPD.

Results
LUMO level ... 0.581 eV
DFT total energy ... -14371.103 eV
Frontier orbital gap ... 9.3 eV
E_HOMO ... -8.7613 eV
SMILES ... Nc1cnoc1.OOO
Energy relative to the best compared isomer or geometry (same formula, charge and spin) ... 8.922 eV

```
15
C3H6N2O4, DFT ωB97M-V/def2-TZVPD
C 0.890 0.944 -0.755
C 0.411 2.274 -1.052
C -0.103 0.177 -1.268
H 2.892 0.985 -0.646
H 2.181 -0.417 -0.058
H 0.942 3.150 -0.719
H -0.251 -0.898 -1.290
H -2.862 -1.094 2.101
H -0.231 -3.050 2.182
N 2.116 0.605 -0.107
N -0.684 2.339 -1.729
O -0.955 0.952 -1.999
O -1.907 -0.978 2.269
O -1.316 -1.837 1.250
O -1.123 -3.152 1.820
```



# 4
This record from the OMol25 dataset describes a structure of composition C46H41Br3N8O10 in a non-equilibrium geometry. The level of theory is ωB97M-V/def2-TZVPD.

Results
LUMO level ... -1.537 eV
DFT total energy ... -290839.302 eV
Frontier orbital gap ... 6.2 eV
E_HOMO ... -7.7803 eV
Energy relative to the best compared isomer or geometry (same formula, charge and spin) ... 10.220 eV

```
108
C46H41Br3N8O10, DFT ωB97M-V/def2-TZVPD
C 20.716 5.345 13.836
Br 21.250 3.429 13.627
Br 21.419 5.964 15.564
Br 18.721 5.560 13.698
H 21.244 5.943 13.093
C 15.754 -0.482 10.120
C 16.441 -1.469 10.833
C 17.557 -1.116 11.570
C 17.948 0.255 11.631
C 17.225 1.254 10.953
C 16.098 0.881 10.208
N 19.209 0.646 12.384
O 19.793 -0.256 13.036
O 19.511 1.827 12.340
H 14.990 -0.732 9.400
H 16.226 -2.517 10.687
H 18.116 -1.829 12.159
H 17.484 2.295 11.083
H 15.636 1.606 9.554
C 21.190 4.478 6.665
C 20.128 3.513 6.616
C 18.801 3.871 6.586
C 18.488 5.280 6.568
C 19.548 6.172 6.708
C 20.903 5.839 6.825
N 17.081 5.781 6.688
O 16.924 6.932 7.119
O 16.183 5.064 6.412
H 22.203 4.109 6.730
H 20.497 2.498 6.582
H 18.096 3.090 6.342
H 19.366 7.236 6.674
H 21.697 6.571 6.812
C 21.153 8.007 8.290
C 20.764 9.049 7.377
C 19.410 9.385 7.267
C 18.422 8.819 8.063
C 18.823 7.795 8.930
C 20.169 7.404 9.052
N 16.960 9.160 7.815
O 16.670 9.865 6.852
O 16.198 8.868 8.754
H 22.146 7.624 8.473
H 21.506 9.669 6.896
H 19.205 10.260 6.668
H 18.051 7.264 9.467
H 20.493 6.628 9.730
C 19.193 7.550 11.522
C 20.592 7.536 11.411
C 21.410 7.825 12.487
C 20.756 8.140 13.699
C 19.372 8.208 13.709
C 18.551 7.933 12.646
N 21.549 8.468 14.930
O 22.733 8.066 14.930
O 21.051 8.986 15.883
H 18.535 7.421 10.675
H 21.008 7.257 10.454
H 22.478 7.737 12.354
H 18.923 8.487 14.650
H 17.479 7.972 12.769
C 18.037 3.540 14.969
C 17.079 4.514 14.932
C 16.166 4.611 13.915
C 16.140 3.583 12.969
C 17.027 2.527 13.124
C 18.058 2.520 14.039
N 15.231 3.543 11.831
O 14.246 4.322 11.816
O 15.388 2.690 10.991
H 18.723 3.481 15.801
H 17.114 5.279 15.694
H 15.430 5.397 14.001
H 16.900 1.697 12.445
H 18.786 1.723 14.041
N 16.101 9.203 12.574
C 15.428 8.508 13.499
C 15.388 7.119 13.420
C 15.908 6.457 12.282
C 16.525 7.211 11.339
C 16.658 8.568 11.515
H 15.010 8.936 14.398
H 15.025 6.586 14.286
H 15.712 5.395 12.249
H 16.908 6.743 10.444
H 17.189 9.225 10.842
N 18.569 6.177 10.125
C 18.844 5.312 9.038
C 18.947 3.852 9.174
C 18.788 3.357 10.490
C 18.525 4.216 11.563
C 18.361 5.527 11.318
H 19.052 5.750 8.073
H 19.190 3.192 8.354
H 19.048 2.315 10.598
H 18.483 3.857 12.581
H 18.150 6.285 12.058
N 18.611 2.141 7.650
C 17.422 1.769 7.164
C 16.878 0.544 7.498
C 17.548 -0.345 8.309
C 18.817 -0.036 8.812
C 19.305 1.250 8.482
H 16.899 2.572 6.666
H 15.891 0.310 7.127
H 17.116 -1.315 8.508
H 19.326 -0.687 9.508
H 20.246 1.679 8.792
```



# 5
This record from the OMol25 dataset describes a structure of composition C23H28IrN2O in a non-equilibrium geometry. The level of theory is ωB97M-V/def2-TZVPD.

Results
LUMO level (spin up / spin down) ... -2.202 / -3.423 eV
Multiplicity ... 5
DFT total energy ... -32163.755 eV
Frontier orbital gap (spin up / spin down) ... 7.8 / 7.8 eV
Charge ... +1
E_HOMO (spin up / spin down) ... -10.0014 / -11.1849 eV

```
55
C23H28IrN2O, DFT ωB97M-V/def2-TZVPD
Ir -0.263 0.158 0.137
C -3.085 -1.181 -1.933
C -2.535 0.034 -1.239
C -1.920 1.065 -1.966
C -1.508 2.248 -1.353
C -0.832 3.333 -2.133
C -1.701 2.386 0.031
C -2.355 1.403 0.788
C -2.766 1.654 2.212
C -2.732 0.206 0.141
H -3.105 -1.038 -3.011
H -4.102 -1.376 -1.594
H -2.494 -2.075 -1.718
H -1.797 0.953 -3.037
H 0.252 3.258 -2.015
H -1.140 4.316 -1.778
H -1.061 3.256 -3.195
H -1.421 3.318 0.508
H -2.191 1.046 2.911
H -3.818 1.398 2.341
H -2.634 2.702 2.475
H -3.301 -0.533 0.694
O 0.498 -1.901 -1.133
C 1.301 -2.733 -0.280
C 0.457 -3.687 0.559
C -0.668 -2.976 1.331
C -0.157 -2.093 2.434
C 0.249 -2.652 3.640
C 0.704 -1.837 4.660
C 0.746 -0.467 4.448
C 0.343 0.020 3.223
N -0.103 -0.765 2.232
H -0.016 -2.464 -1.723
H 1.856 -2.038 0.351
H 2.015 -3.296 -0.884
H 1.118 -4.208 1.255
H 0.011 -4.443 -0.094
H -1.331 -3.730 1.757
H -1.251 -2.368 0.638
H 0.196 -3.726 3.765
H 1.012 -2.261 5.607
H 1.092 0.213 5.213
H 0.382 1.080 3.005
N 1.489 0.807 -0.315
C 2.308 1.214 -1.259
C 1.986 1.033 -2.643
C 2.839 1.472 -3.626
C 4.039 2.102 -3.295
C 4.381 2.281 -1.954
C 3.548 1.849 -0.950
H 1.058 0.526 -2.879
H 2.579 1.324 -4.667
H 4.706 2.449 -4.073
H 5.316 2.764 -1.699
H 3.804 1.982 0.093
```



# 6
This record from the OMol25 dataset describes a structure of composition C18H42N4NiO6 in a non-equilibrium geometry. The level of theory is ωB97M-V/def2-TZVPD.

Results
LUMO level (spin up / spin down) ... 0.452 / 0.452 eV
Multiplicity ... 3
DFT total energy ... -78634.522 eV
Frontier orbital gap (spin up / spin down) ... 6.8 / 6.7 eV
E_HOMO (spin up / spin down) ... -6.3464 / -6.2737 eV
Energy relative to the best compared isomer or geometry (same formula, charge and spin) ... 0.000 eV

```
71
C18H42N4NiO6, DFT ωB97M-V/def2-TZVPD
Ni 0.060 -0.561 -0.561
C -1.173 -3.205 1.879
C -1.761 -3.044 0.465
C -3.283 -2.904 0.575
O -1.195 -2.065 -0.283
H -1.612 -4.088 2.353
H -1.384 -2.360 2.553
H -0.084 -3.288 1.841
H -1.571 -4.035 0.000
H -3.701 -2.636 -0.397
H -3.599 -2.156 1.313
H -3.742 -3.848 0.891
C 2.150 -0.217 -4.230
C 2.261 -1.073 -2.966
C 3.594 -0.732 -2.254
O 1.170 -1.014 -2.173
H 3.032 -0.356 -4.870
H 2.152 0.853 -3.964
H 1.267 -0.407 -4.838
H 2.411 -2.099 -3.386
H 4.436 -1.161 -2.802
H 3.547 -0.968 -1.193
H 3.768 0.355 -2.308
C 2.418 -2.094 1.250
O 1.576 -1.378 0.745
N 2.456 -2.427 2.551
C 3.584 -3.165 3.087
C 1.508 -1.914 3.508
H 3.235 -2.526 0.656
H 3.226 -3.998 3.696
H 4.149 -2.522 3.772
H 4.253 -3.535 2.317
H 2.017 -1.273 4.238
H 0.794 -1.298 2.966
H 1.017 -2.713 4.062
C -1.914 1.173 -2.628
O -1.229 0.665 -1.767
N -3.230 0.956 -2.763
C -4.001 1.691 -3.742
C -4.014 0.171 -1.824
H -1.518 1.843 -3.407
H -4.743 1.051 -4.228
H -3.425 2.114 -4.563
H -4.573 2.483 -3.245
H -4.650 -0.487 -2.415
H -3.328 -0.388 -1.187
H -4.660 0.794 -1.199
C 1.663 2.146 -1.221
O 1.140 1.324 -0.497
N 1.295 3.447 -1.269
C 2.011 4.364 -2.100
C 0.126 3.921 -0.554
H 2.490 1.903 -1.897
H 1.342 5.047 -2.634
H 2.618 3.916 -2.887
H 2.708 5.004 -1.542
H -0.285 3.147 0.086
H 0.430 4.756 0.087
H -0.600 4.291 -1.280
C -1.489 0.597 2.085
O -0.880 0.458 1.047
N -1.016 1.243 3.170
C -1.686 1.146 4.459
C 0.332 1.740 3.192
H -2.526 0.251 2.226
H -2.622 0.598 4.417
H -1.843 2.144 4.869
H -1.004 0.618 5.135
H 0.385 2.779 3.542
H 0.987 1.177 3.861
H 0.732 1.770 2.179
```